64
Properties=species:S:1:pos:R:3 method="wB97M-V/def2-TZVPD" total_charge=-2 energy_ev=-105285.107 largest_force_ev_per_a=0.5 e_homo_ev="-2.025 / -1.976"
Fe 0.2582 -0.7881 1.4439
N 1.6534 -0.6432 2.9018
C 1.2495 0.4750 3.7759
C -0.2622 0.7436 3.7271
O -0.7493 1.5473 4.5427
N -0.8457 0.1242 2.7217
C -2.1384 0.5233 2.2231
C -2.3826 -0.1327 0.8487
O -3.4533 0.0938 0.2763
O -1.4469 -0.8881 0.4058
H 2.6013 -0.5499 2.5577
H 1.5806 -1.5381 3.3745
H 1.5764 0.3555 4.8121
H 1.7076 1.3809 3.3738
H -2.9716 0.2555 2.8850
H -2.1917 1.6088 2.0884
S 2.4098 -4.1082 1.0596
C 0.8170 -4.0788 1.6267
N 0.0146 -3.0735 1.9372
C -1.1893 -3.5260 2.4777
C -2.2100 -2.7219 2.9809
C -3.3591 -3.3046 3.4880
C -3.5200 -4.6894 3.5122
C -2.5080 -5.5074 3.0350
C -1.3554 -4.9210 2.5307
S 0.0741 -5.6722 1.9118
H -2.0790 -1.6530 2.9870
H -4.1459 -2.6635 3.8671
H -4.4298 -5.1268 3.9066
H -2.6081 -6.5865 3.0560
C 3.9550 -0.6185 -1.1745
C 2.4849 -0.7765 -0.8905
O 2.1211 -1.1764 0.1959
C 1.5063 -0.4951 -1.9806
C 0.2206 -1.0134 -1.8697
C -0.7444 -0.6908 -2.8110
C -0.4235 0.1370 -3.8771
C 0.8646 0.6425 -4.0054
C 1.8263 0.3281 -3.0587
H 4.5081 -0.8698 -0.2733
H 4.1744 0.4100 -1.4548
H 4.2448 -1.2874 -1.9895
H -0.0376 -1.6377 -1.0263
H -1.7541 -1.0545 -2.6725
H -1.1850 0.4133 -4.5974
H 1.1084 1.3154 -4.8190
H 2.8108 0.7712 -3.1306
O 2.4970 2.0716 0.1551
C 1.2787 1.8894 -0.0341
O 0.5052 1.1080 0.5697
C 0.6234 2.6569 -1.1813
C -0.6601 2.3207 -1.5930
C -1.2606 2.9377 -2.6944
C -0.5215 3.8971 -3.3397
O -0.8467 4.6265 -4.4767
C 0.1371 5.6460 -4.5136
O 1.2726 5.1887 -3.8046
C 0.7539 4.2354 -2.9309
C 1.3613 3.6327 -1.8618
H -1.1851 1.5410 -1.0568
H -2.2525 2.6598 -3.0242
H -0.2597 6.5491 -4.0246
H 0.4109 5.8486 -5.5485
H 2.3689 3.8588 -1.5404